{
  "formula": "C3H5O3",
  "method": "ωB97M-V/def2-TZVPD",
  "elements": ["H", "O", "O", "C", "C", "O", "C", "H", "H", "H", "H"],
  "xyz": [[2.100, 0.893, 0.575], [2.906, 0.386, 0.701], [3.835, -1.289, -1.908], [2.652, -1.527, -1.370], [4.898, -2.063, -1.282], [2.745, -2.605, -0.613], [4.125, -2.982, -0.350], [5.565, -1.370, -0.759], [5.438, -2.589, -2.076], [4.333, -2.805, 0.711], [4.232, -4.046, -0.584]],
  "e_lumo_ev": 3.75,
  "energy_ev": -9331.6431,
  "de_lowest_ev": 4.260,
  "homo_lumo_gap_ha": 0.214,
  "homo_ev": -2.07,
  "charge": -1
}